Computed, not measured: a structure of composition C5H8N, with ωB97M-V/def2-TZVPD.

The geometry in XYZ format:
```
14
Properties=species:S:1:pos:R:3:mulliken_charge:R:1
C -0.8058 0.9391 1.2262 -0.129
C 0.6959 0.7550 -0.1076 0.476
C 1.5989 0.1412 -0.8824 -0.789
C 0.2170 1.9225 0.7616 -0.393
C -1.0517 -2.4241 -0.6382 -0.280
N -0.3226 -0.0309 0.5818 -0.224
H -1.7827 0.9956 1.7366 0.369
H 1.2199 -0.8932 -1.1035 0.023
H 2.3782 0.5843 -1.3663 0.372
H -0.1039 2.8211 0.2146 0.284
H 1.0192 2.2617 1.3501 0.276
H -1.4480 -2.0200 0.3110 0.323
H -0.1291 -2.9418 -0.5712 0.347
H -1.4853 -2.1106 -1.5126 0.345
```

Computed properties:
net charge: +1
highest occupied orbital energy (alpha / beta): -13.94 / -13.89 eV
Kohn-Sham gap (alpha / beta): 6.464 / 5.883 eV
relative energy (zero: lowest compared OMol25 entry of this formula, charge and spin): 6.6109 eV



Computed, not measured: the ion C5H8N with charge +1, with ωB97M-V/def2-TZVPD.

The geometry in XYZ format:
```
14
Properties=species:S:1:pos:R:3:mulliken_charge:R:1
C -2.9786 0.0308 -0.1911 -0.131
N -1.7699 -0.1146 0.1419 0.021
C -0.5646 0.0865 0.4398 -0.149
C 0.5840 0.0358 -0.4160 -0.159
C 1.8230 0.7361 0.0628 -0.455
C 1.7816 -0.7767 0.0325 -0.509
H -3.6136 -0.8704 -0.3028 0.279
H -3.4963 1.0225 -0.2140 0.276
H -0.1793 0.1033 1.4514 0.281
H 0.4816 0.1151 -1.4438 0.481
H 1.6898 1.1772 1.0809 0.267
H 2.2204 1.1328 -0.8726 0.287
H 2.2236 -1.4300 -0.7879 0.254
H 1.7982 -1.2484 1.0188 0.258
```

Computed properties:
net charge: +1
highest occupied orbital energy: -15.21 eV
structure (SMILES): C=[N+]=CC1CC1
Kohn-Sham gap: 10.430 eV
relative energy (zero: lowest compared OMol25 entry of this formula, charge and spin): 2.9061 eV



Computed, not measured: the ion C5H8N with charge +1, with ωB97M-V/def2-TZVPD.

The geometry in XYZ format:
```
14
Properties=species:S:1:pos:R:3:mulliken_charge:R:1
C -2.2483 0.0507 -1.0157 -0.763
C -1.4552 -0.3195 -0.1196 0.121
C -1.1272 -0.3171 1.2956 0.150
N -0.1689 -0.4186 0.4292 0.132
C 1.1478 -0.6094 0.0691 -0.029
C 1.8673 0.6675 0.0263 -1.093
H -3.2644 0.2652 -0.7755 0.247
H -2.0900 0.1651 -2.0374 0.290
H -1.5167 -0.4240 2.2425 0.408
H 1.7637 -1.1589 0.8195 0.245
H 1.0067 -1.0542 -0.9427 0.292
H 2.6254 0.7910 -0.8221 0.300
H 1.1865 1.5808 -0.1230 0.328
H 2.2733 0.7816 0.9538 0.371
```

Computed properties:
net charge: +1
highest occupied orbital energy: -14.83 eV
structure (SMILES): C=C1C=[N+]1CC
Kohn-Sham gap: 9.225 eV
relative energy (zero: lowest compared OMol25 entry of this formula, charge and spin): 5.1381 eV